An isolated ion of composition C5H7N2O3 and charge -1. Source: the OMol25 dataset; level of theory: wB97M-V/def2-TZVPD.

ORCA input file:
```
! RIJCOSX wB97M-V def2-TZVPD def2/J DEFGRID3
* xyz -1 1
C -0.8535 0.2321 0.6865
C 0.3957 0.7019 0.0651
C 1.0502 -0.5873 -0.5133
C 1.0026 -0.8438 -1.7768
O 0.2393 -0.1919 -2.6820
N -0.6422 0.8939 -2.0947
N 0.0602 1.6016 -1.1220
C 0.0774 3.0857 -0.9030
O -0.6537 3.6649 -1.6850
O 0.8521 3.5818 -0.0620
H -1.1353 -0.6379 0.2245
H -1.7358 1.0475 0.7182
H -0.5601 -0.0156 1.6871
H 0.9972 1.3912 0.6636
H 1.6439 -1.0629 0.2264
H 1.4242 -1.7265 -2.1483
H -1.2734 0.1964 -1.5962
*
```

Its SMILES is C[C@H]1C=CONN1C(=O)[O-]. For the relative energy (zero: lowest compared OMol25 entry of this formula, charge and spin), the calculation gives 92.6 kcal/mol. The calculation puts the LUMO energy at 3.592 eV. The value obtained for the HOMO-LUMO gap is 7.81 eV.